(1)
Formula: C5H9NO2
Source: the Open Molecules 2025 dataset
Level of theory: ωB97M-V with the def2-TZVPD basis set

## Properties
orbital gap: 10.33 eV
net charge: 0

```
17
Properties=species:S:1:pos:R:3:lowdin_charge:R:1
C -2.03030 0.06686 -0.21644 -0.502
C 0.14302 -0.79004 1.00343 -0.088
C -0.53510 0.23115 0.08242 -0.349
C 0.02056 1.63546 0.09596 -0.038
C 1.71622 -0.63606 -0.76848 -0.057
N 0.30611 -0.84696 -0.39401 -0.125
O -2.40245 -1.17834 -0.43387 0.166
O -2.70970 1.01888 -0.14591 0.153
H 0.92506 -0.43223 1.58779 0.095
H -0.49768 -1.59117 1.46638 0.134
H 1.22125 1.74457 0.31138 0.119
H -0.24153 2.20521 1.06035 0.105
H -0.31506 2.19231 -0.80878 0.094
H 2.29764 -1.28513 -0.12481 0.084
H 1.67965 -1.00247 -1.79463 0.090
H 2.06652 0.37231 -0.55081 0.059
H -1.64424 -1.70434 -0.36996 0.061
```

---

(2)
Formula: C5H9NO2
Source: the Open Molecules 2025 dataset
Level of theory: ωB97M-V with the def2-TZVPD basis set

## Properties
orbital gap: 8.62 eV
net charge: 0

```
17
Properties=species:S:1:pos:R:3:lowdin_charge:R:1
C 0.68129 -0.25585 -0.50132 -0.428
C 0.81369 -0.93292 0.85612 -0.084
C -0.61874 0.80190 0.81007 -0.261
C -1.74522 1.03638 -0.03158 0.019
C -0.73433 0.04180 -0.61608 -0.339
H 1.89279 1.35616 0.11866 0.062
H 2.59051 0.14167 -1.10936 0.112
H 0.92608 -0.97011 -1.19491 0.115
H 1.95262 -0.88146 1.25082 0.165
H 0.16287 -1.92660 0.90039 0.155
H 0.27212 1.59092 0.58081 0.175
H -1.78377 1.93668 -0.49256 0.074
H -2.62130 0.25240 0.19431 0.189
H -2.08034 -1.18651 -1.30323 0.206
N 1.85310 0.58653 -0.52343 0.025
O -0.31252 -0.28698 1.64008 -0.091
O -1.24884 -1.30400 -0.57879 -0.094
```

---

(3)
Formula: C5H9NO2
Source: the Open Molecules 2025 dataset
Level of theory: ωB97M-V with the def2-TZVPD basis set

## Properties
multiplicity: 3
<S²>: 2.006
orbital gap (alpha / beta): 7.05 / 9.19 eV
net charge: 0

```
17
Properties=species:S:1:pos:R:3:lowdin_charge:R:1
C -1.48238 1.37430 -0.50560 -0.184
C 0.01604 -0.35051 0.17228 -0.142
C 0.93944 0.81173 -0.06719 -0.388
C 1.33731 1.79460 1.03059 -0.038
C -2.37873 -0.95592 -0.16167 -0.083
N -1.37520 0.04870 -0.05703 -0.152
O -2.41244 2.02534 -0.88414 0.074
O 1.89186 0.52141 -0.95208 0.035
H 0.33354 -1.11914 -0.49548 0.109
H 0.09211 -0.91708 1.11250 0.128
H 1.80089 2.70149 0.73021 0.056
H 2.21040 1.29842 1.53560 0.095
H 0.58442 2.04632 1.77055 0.078
H -3.28384 -0.50049 -0.53270 0.076
H -2.20348 -1.79392 -0.87239 0.090
H -2.57986 -1.51823 0.84287 0.119
H 2.64456 1.14443 -0.80957 0.127
```

---

(4)
Formula: C5H9NO2S
Source: the Open Molecules 2025 dataset
Level of theory: ωB97M-V with the def2-TZVPD basis set

## Properties
orbital gap: 8.84 eV
net charge: 0

```
18
Properties=species:S:1:pos:R:3:lowdin_charge:R:1
C -0.25606 -1.05320 0.31885 -0.148
C -1.58265 -0.96738 0.27433 -0.203
C 2.13079 -0.62085 0.03116 -0.157
C 3.26510 0.06940 -0.17917 0.016
C 0.43051 1.10643 -0.65823 -0.056
N 0.79280 -0.19307 -0.15424 -0.185
O -4.12612 -0.52283 -0.25965 -0.495
O -2.95810 1.40082 0.84579 -0.358
S -2.89821 0.23940 -0.41912 0.908
H 0.12590 -2.00737 0.59780 0.103
H -2.03211 -1.84000 0.70936 0.059
H 2.20311 -1.65694 0.30277 0.102
H 3.34422 1.08485 -0.58715 0.054
H -3.44371 1.17935 1.67189 0.071
H 4.13767 -0.40574 -0.16426 -0.008
H -0.09154 1.73896 0.16999 0.121
H 1.33019 1.62007 -1.07579 0.085
H -0.37180 0.82809 -1.42434 0.089
```

---

What did we get for energy? Answer: -401.08987, -400.87224, -401.00467, -799.22790 a.u., in the order shown.
What did we get for ΔE to the lowest compared entry with this formula, charge and spin? Answer: 228.1, 799.5, 0.0, 343.7 kJ/mol, in the order shown.